Model 1:
DFT (ωB97M-V/def2-TZVPD) results for a molecular structure, C2H3N2O2.

The geometry in ORCA input format:
```
! RIJCOSX wB97M-V def2-TZVPD def2/J DEFGRID3
* xyz -1 1
O 1.4686 -0.5610 2.1701
H -1.5823 -0.2326 -0.9230
H 0.3726 1.9241 0.2541
O 0.3038 -2.2773 0.4310
C -0.7203 0.3472 -0.8361
H -0.5513 0.7984 -1.9720
N 0.4656 -0.0102 -0.1449
N -0.2673 1.1339 0.3048
C 0.5104 -1.1225 0.7160
*
```

Atomic partial charges in e from the Löwdin method, atoms 1 to 8: -0.55 0.06 0.09 0.00 -0.20 0.13 -0.10 0.02

***

Model 2:
DFT (ωB97M-V/def2-TZVPD) results for a gas-phase ion, C2H3N2O2 (charge -1).

As for the structure (SMILES): [O-]CN=C=NO.

The geometry in ORCA input format:
```
! RIJCOSX wB97M-V def2-TZVPD def2/J DEFGRID3
* xyz -1 1
H -2.5431 -1.0656 -1.4493
C 1.8648 0.2915 0.3278
N 0.2560 0.3516 0.5774
H 1.8254 1.3353 0.1359
O 2.2254 -0.4728 -0.5388
O -2.8074 -0.8932 -0.4802
C -0.8497 0.1324 0.2016
H 2.0835 -0.0362 1.3570
N -2.0549 0.3570 -0.1312
*
```

Atomic partial charges in e from the Löwdin method, atoms 1 to 8: 0.08 -0.58 0.13 0.06 -0.17 -0.21 -0.31 0.07

***

Model 3:
DFT (ωB97M-V/def2-TZVPD) results for 2 unconnected molecules or ions with the total composition C2H3N2O2.

The geometry in ORCA input format:
```
! RIJCOSX wB97M-V def2-TZVPD def2/J DEFGRID3
* xyz -1 1
H -1.1315 -1.1891 0.2929
N 2.2398 0.1714 0.4982
C -1.4740 0.7687 0.2284
C -0.6289 -0.3745 -0.1006
O -1.3472 1.9845 0.0099
N 0.4234 -0.2317 -0.8427
H 0.9913 -1.1482 -1.0975
H -2.3544 0.3249 0.9496
O 3.2815 -0.3061 0.0618
*
```

Atomic partial charges in e from the Löwdin method, atoms 1 to 8: 0.02 -0.03 -0.41 -0.37 -0.11 -0.04 0.06 0.09

***

Model 4:
DFT (ωB97M-V/def2-TZVPD) results for a gas-phase ion, C2H3N2O2 (charge -1).

The geometry in ORCA input format:
```
! RIJCOSX wB97M-V def2-TZVPD def2/J DEFGRID3
* xyz -1 1
C -1.0063 0.5459 -0.0503
H -2.0905 0.9373 -0.1374
H -1.5771 -1.5064 0.1999
O 1.5508 -0.7570 -0.0447
N 0.4013 -1.4907 0.1686
H -0.2718 1.3162 0.0842
O 2.3907 1.2091 -0.0415
N 1.3639 0.5255 -0.2428
C -0.7611 -0.7799 0.0640
*
```

Atomic partial charges in e from the Löwdin method, atoms 1 to 8: -0.13 0.02 0.07 -0.14 -0.10 -0.02 -0.13 -0.20

***

Relative to the most stable structure, the computed energies are model 1 1.491; model 2 0.000; model 3 0.519; model 4 1.975, all in eV.